Entry 1:
A molecular structure, C39H53CdFGeN6O3Si3. Source: the Open Molecules 2025 dataset; level of theory: ωB97M-V/def2-TZVPD.

## Properties
Total charge ... +1
Molecular weight ... 942.17 g/mol
HOMO energy (alpha / beta) ... -9.518 / -10.600 eV
Spin multiplicity ... 2
Maximum force ... 0.3 eV/Å
Orbital gap (alpha / beta) ... 7.5 / 7.1 eV
⟨S²⟩ ... 0.7530
E_LUMO (alpha / beta) ... -2.031 / -3.494 eV

```
107
Properties=species:S:1:pos:R:3:mulliken_charge:R:1
H -1.6414 6.7754 0.8586 0.43
H -3.0739 1.3147 -7.1454 0.46
C 6.0158 1.3879 1.4724 -1.18
Cd 0.3638 0.3392 1.0291 3.79
H -0.6639 -4.5547 4.3759 0.25
N 0.0598 2.6942 1.2282 0.74
Si -1.5846 -2.9208 2.7324 0.55
C -3.1491 1.7788 -6.1621 -1.14
C 2.8205 -2.1781 4.0773 -0.94
C -1.4567 -4.5645 3.6257 -1.11
H -0.0665 -5.6087 -0.1966 0.32
N 0.3213 1.0797 3.4746 -0.10
H 1.7110 -2.7261 -2.8246 0.52
H -3.0277 -3.7477 0.8835 0.24
C 4.0494 0.3165 -0.2906 -0.13
C 6.3365 0.9731 0.1948 -0.59
H -1.9770 -0.6240 3.4831 -0.34
N 4.0030 1.5687 3.0186 -0.01
H 0.3300 5.2397 -2.6340 0.47
H 7.3595 1.0576 -0.1453 0.41
H 3.8742 -3.8266 0.5945 0.35
H 1.7115 2.4538 4.2687 0.46
H 3.9322 -2.0832 0.8815 -0.02
H 3.2966 -0.0833 -0.9565 0.52
C -2.5780 0.8283 0.3126 -0.52
C -0.0906 3.7608 0.3487 -0.21
C -2.1951 0.9807 -1.1573 -0.22
C -0.6639 2.1538 3.5221 -1.47
H -1.5941 -1.8307 -1.2870 -0.05
Si 0.3897 -3.2441 -0.8146 0.16
C -1.0996 5.9853 0.3566 -1.15
C -0.9193 0.8106 -1.7573 1.18
H -2.6352 -1.7761 4.6606 0.49
C -3.2547 1.3238 -1.9650 -0.50
N 2.4934 0.7078 1.6591 1.10
C 2.2969 -5.0220 3.0672 -1.11
H -0.9048 7.0276 -1.4897 0.41
H 3.6171 -2.6342 4.6700 0.53
C -2.0097 1.3072 -3.9554 -1.22
H 2.7391 -2.6038 -1.3900 0.38
C -4.3974 1.3187 -5.4317 -0.97
H -2.3989 -4.7798 4.1355 0.37
C -0.7874 4.7881 0.9890 0.63
C 0.3293 3.9055 -0.9716 -0.31
H -1.6549 1.6947 3.4688 0.42
H -0.9034 -1.4811 4.6535 0.25
C -3.0653 -2.9269 1.6001 -0.80
H -5.8816 2.0922 -2.3928 0.53
H -5.2914 1.6360 -5.9679 0.38
H -4.3836 3.0015 -4.1163 0.15
C -0.6845 6.1140 -0.9543 -0.49
C -5.7231 1.5326 -3.3121 -1.87
H 4.3950 1.9838 3.8465 0.22
C -0.7038 1.2821 -5.9678 -0.74
C -1.2687 -2.8310 -1.5773 -0.84
C 3.9149 -3.0586 1.3697 -0.79
H 1.9411 -2.0842 4.7186 0.33
N -3.2218 1.4756 -3.2890 0.19
H -3.9717 -3.0489 2.1995 0.41
Si 2.4760 -3.2271 2.5562 0.47
H 6.7627 1.7986 2.1381 0.44
H 3.1543 -1.1805 3.7839 0.08
H -1.5571 4.7792 2.9909 0.23
O -1.7711 0.1949 1.0882 -1.19
H -1.2035 -2.8692 -2.6678 0.43
H 3.2516 -5.4210 3.4185 0.40
C -1.9230 1.4548 -5.3553 1.20
C 1.6682 1.4178 3.9177 -1.11
H 1.5658 -5.1378 3.8682 0.30
C 0.4232 0.9747 -5.2111 -0.07
H 1.5728 -1.3142 -1.7742 -0.72
H 5.6644 0.1453 -1.6705 0.49
O 0.1672 0.5557 -1.1686 -1.10
C -0.8689 0.9855 -3.2098 1.27
C -1.7845 -1.5612 4.0098 -0.58
H 0.8737 3.1134 -1.4687 0.35
H -0.0392 0.2776 3.9721 -0.14
H 1.6641 -5.3371 -0.4144 0.25
Ge 0.4378 -2.6052 1.4915 -0.22
C 0.0203 5.0904 -1.6082 -0.82
H -4.1981 1.4834 -1.4671 0.76
H -3.1383 -1.9792 1.0670 0.03
H -0.6100 2.7360 4.4505 0.55
H -4.4231 0.2273 -5.3606 0.33
N -1.0350 4.3125 2.2697 -0.07
C 5.3677 0.4490 -0.6759 -0.97
C -4.4386 1.9105 -4.0320 0.53
O -3.6542 1.2888 0.6689 -0.83
H -3.2027 2.8598 -6.3253 0.35
H 1.9668 -5.6347 2.2264 0.27
C 0.6762 -5.0986 -0.8133 -1.13
H 0.6150 -5.5122 -1.8227 0.39
H 1.9569 0.7866 4.7630 0.46
H 1.2433 0.5752 -3.2816 0.55
H -6.5588 1.7574 -3.9734 0.45
H -1.2542 -5.3846 2.9344 0.33
H -5.7455 0.4658 -3.0846 0.38
C 0.3635 0.8214 -3.8575 -0.88
C 3.7190 0.7179 0.9996 -0.53
C 1.7442 -2.3922 -1.7840 -0.18
C 4.6863 1.2509 1.8510 0.66
H -2.0408 -3.5327 -1.2589 0.42
H 4.8585 -3.1805 1.9082 0.40
C -0.5200 3.0602 2.3380 0.18
C 2.7045 1.2297 2.8390 -0.36
H -0.6109 1.3778 -7.0420 0.53
F 1.5952 0.8195 -5.8479 -0.37
```

Entry 2:
C3H3NOS2 in the gas phase at a distorted geometry. Source: the Open Molecules 2025 dataset; level of theory: ωB97M-V/def2-TZVPD.

## Properties
Molecular weight ... 133.20 g/mol
HOMO energy ... -9.417 eV
Maximum force ... 6.6 eV/Å
ΔE to the lowest compared entry with this formula, charge and spin ... 240.0 kJ/mol
Orbital gap ... 7.8 eV
E_LUMO ... -1.570 eV
Structure (SMILES) ... O=CN(C=S)C=S

```
10
Properties=species:S:1:pos:R:3:mulliken_charge:R:1
C -0.2921 1.3955 0.2085 -0.07
S -1.2174 2.2653 1.3393 -0.15
H 0.3176 1.9470 -0.4855 0.21
H 1.2594 0.4838 -1.5879 0.23
C -0.6572 -0.9273 0.7875 0.03
H 0.0119 -1.8932 0.9674 0.24
N -0.0133 0.0227 0.0399 0.16
S 1.5466 -1.9062 -1.3942 -0.18
C 0.8988 -0.3483 -1.0058 -0.05
O -1.8544 -1.0391 1.1310 -0.43
```

- What is the formula in the second record?
  C3H3NOS2

- The highest molecular weight belongs to which entry?
  C39H53CdFGeN6O3Si3